(1)
Molecular formula: C4H7BO2
Method: DFT, the ωB97M-V functional and the def2-TZVPD basis

XYZ file:
```
14
Properties=species:S:1:pos:R:3:forces:R:3
C 0.91244 -0.29476 1.82856 1.512 -2.609 0.041
C 0.31784 -0.02443 0.53489 -2.428 5.795 -2.773
C -0.27852 1.23380 0.02368 2.574 -2.452 3.624
B -0.87211 0.87400 -1.30314 -0.555 -0.974 -1.731
O -1.58720 1.57849 -2.28738 0.513 -1.087 1.274
O -0.61526 -0.52483 -1.51780 -0.348 1.585 -1.734
C 0.17912 -1.03184 -0.53712 1.356 -2.260 1.418
H 0.61932 -1.36330 1.92500 0.362 0.322 0.785
H 0.51157 0.22848 2.65842 -0.303 0.771 0.549
H 2.04589 -0.32726 1.88228 -1.254 0.365 -0.284
H -0.21734 2.17496 0.64565 -0.216 -1.272 -0.890
H -2.00809 0.91682 -2.85623 0.185 0.300 -0.108
H 1.23417 -1.43520 -0.77268 -1.086 1.111 -0.640
H -0.24184 -2.00493 -0.22411 -0.310 0.406 0.468
```
Positions in Å, forces in eV/Å.

Summary:
orbital gap = 9.883 eV
SMILES string = CC1=CB(O)OC1
largest force on an atom = 6.87 eV/Å
calculated total energy = -331.997959 hartree
relative energy (zero: lowest compared OMol25 entry of this formula, charge and spin) = 18.2 kJ/mol
E_HOMO = -9.21 eV
net charge = 0

Results of the Löwdin charge analysis, in e, for atoms 1 through 5: atom 1 (C): -0.059, atom 2 (C): -0.239, atom 3 (C): 0.138, atom 4 (B): -0.575, atom 5 (O): 0.136



(2)
Molecular formula: C4H7Br2NO2
Method: DFT, the ωB97M-V functional and the def2-TZVPD basis

XYZ file:
```
16
Properties=species:S:1:pos:R:3:forces:R:3
C -0.88664 -1.29730 -0.82859 0.756 -3.093 2.731
C 0.42121 -1.07244 -0.05569 -0.127 -0.383 -1.003
C 1.04094 -2.10117 0.82828 0.787 -1.601 0.142
N 1.09337 -0.03471 -0.18960 0.660 -0.849 0.770
O 1.22980 0.99645 -0.77313 0.195 2.242 -0.880
Br -0.24868 1.79804 -2.14351 0.053 -0.273 -0.555
H -1.62773 -1.63498 -0.03652 0.525 0.759 -0.998
H -0.74847 -2.20883 -1.44917 -0.021 0.758 0.008
H -1.15987 -0.44854 -1.34949 -0.823 1.396 -1.076
H 0.25218 -2.84410 0.91756 0.237 -0.367 0.628
H 1.34469 -1.69413 1.78884 -0.483 0.102 0.198
H 2.00522 -2.65946 0.51791 -1.636 1.112 -0.380
O -1.02177 2.23698 1.46355 -0.618 -1.356 0.344
C -0.85509 3.05267 0.65802 0.788 2.213 -0.729
Br 0.28129 4.61272 1.03268 0.408 0.374 0.331
H -1.12046 3.29878 -0.38112 -0.700 -1.033 0.469
```
Positions in Å, forces in eV/Å.

Summary:
orbital gap (spin up / spin down) = 8.030 / 8.031 eV
SMILES string = CC(C)=NOBr.O=CBr
largest force on an atom = 4.19 eV/Å
calculated total energy = -5509.719139 hartree
relative energy (zero: lowest compared OMol25 entry of this formula, charge and spin) = 159.3 kJ/mol
E_HOMO (spin up / spin down) = -9.71 / -9.71 eV
net charge = 0

Results of the Löwdin charge analysis, in e, for atoms 1 through 5: atom 1 (C): -0.018, atom 2 (C): -0.336, atom 3 (C): -0.033, atom 4 (N): -0.034, atom 5 (O): -0.258



(3)
Molecular formula: C4H7BrCuO2Si2
Method: DFT, the ωB97M-V functional and the def2-TZVPD basis

XYZ file:
```
17
Properties=species:S:1:pos:R:3:forces:R:3
C -3.11378 -0.62764 -0.54980 -0.720 -0.198 -0.050
C -2.02175 -0.12552 -0.35997 -0.267 0.508 -0.058
Si -0.29778 0.52198 0.01754 0.141 0.041 -0.104
C 0.76314 0.36630 -1.51125 -0.148 0.042 0.184
C 1.36032 -1.00756 -1.50578 0.098 -0.190 -0.078
O 0.73150 -2.01077 -1.47909 -0.128 -0.023 -0.037
Br 3.28258 -1.03380 -1.51592 0.177 -0.024 0.045
O 0.21680 -0.41796 1.22400 0.131 0.282 0.151
Si 1.27826 0.12141 2.41497 0.112 -0.178 0.151
H -3.94321 -1.30295 -0.65504 0.140 -0.227 -0.041
H -0.42565 1.92665 0.44035 -0.189 0.022 -0.116
H 1.51263 1.15023 -1.49290 0.115 0.048 -0.137
H 0.16546 0.44493 -2.41962 -0.073 0.128 -0.046
H 0.49168 0.78102 3.47092 -0.009 -0.053 0.013
H 2.16808 1.11999 1.78279 -0.010 -0.019 -0.030
H 2.02777 -1.04379 2.89294 -0.018 0.012 0.029
Cu -4.19604 1.13747 -0.75412 0.648 -0.169 0.124
```
Positions in Å, forces in eV/Å.

Summary:
orbital gap = 7.200 eV
largest force on an atom = 0.75 eV/Å
calculated total energy = -5100.306432 hartree
relative energy (zero: lowest compared OMol25 entry of this formula, charge and spin) = 0.0 kJ/mol
E_HOMO = -13.20 eV
net charge = +1

Results of the Löwdin charge analysis, in e, for atoms 1 through 5: atom 1 (C): -0.007, atom 2 (C): -0.071, atom 3 (Si): 0.423, atom 4 (C): -0.248, atom 5 (C): -0.914



(4)
Molecular formula: C4H7BrF3N
Method: DFT, the ωB97M-V functional and the def2-TZVPD basis

XYZ file:
```
16
Properties=species:S:1:pos:R:3:forces:R:3
C -0.23848 0.40646 0.55850 -0.131 1.760 -1.798
C -0.79927 -0.20525 -0.69353 0.369 -1.305 1.762
C -0.86451 -1.71642 -0.69100 -1.728 -2.017 -0.850
C 0.20437 -2.52245 -0.00375 -0.212 0.547 -0.245
F -0.10717 -3.74645 0.30221 -0.515 -1.341 0.169
N 1.34113 -2.05130 0.19982 1.505 1.599 -0.339
F 2.31158 -2.90651 0.70559 -0.803 -0.422 0.067
H 0.81192 0.25425 0.66456 0.414 -0.249 0.643
H -0.90513 0.08851 1.29068 -0.389 -0.672 2.152
H -0.45819 1.47607 0.42760 0.436 -0.019 0.349
H -0.24927 0.03108 -1.52565 1.176 1.180 -2.087
H -1.77138 0.20118 -0.70648 -1.347 0.160 -0.880
H -1.86472 -2.10159 -0.27043 1.443 0.514 -0.543
H -0.83420 -2.06895 -1.78883 -0.217 0.271 1.575
F -0.49557 -1.52141 -5.48316 -0.060 0.887 0.273
Br -0.60717 0.19594 -4.98168 0.059 -0.891 -0.249
```
Positions in Å, forces in eV/Å.

Summary:
orbital gap = 9.265 eV
SMILES string = CCC/C(F)=N/F.FBr
largest force on an atom = 2.79 eV/Å
calculated total energy = -3084.812563 hartree
relative energy (zero: lowest compared OMol25 entry of this formula, charge and spin) = 14.1 kJ/mol
E_HOMO = -10.96 eV
net charge = 0

Results of the Löwdin charge analysis, in e, for atoms 1 through 5: atom 1 (C): -0.102, atom 2 (C): -0.272, atom 3 (C): -0.116, atom 4 (C): -0.404, atom 5 (F): 0.143



> Which value of calculated total energy does entry 4 give?

-3084.812563 hartree



> What is the largest force on an atom in the fourth record?

2.79 eV/Å



Repeat the third record exactly.
Molecular formula: C4H7BrCuO2Si2
Method: DFT, the ωB97M-V functional and the def2-TZVPD basis

XYZ file:
```
17
Properties=species:S:1:pos:R:3:forces:R:3
C -3.11378 -0.62764 -0.54980 -0.720 -0.198 -0.050
C -2.02175 -0.12552 -0.35997 -0.267 0.508 -0.058
Si -0.29778 0.52198 0.01754 0.141 0.041 -0.104
C 0.76314 0.36630 -1.51125 -0.148 0.042 0.184
C 1.36032 -1.00756 -1.50578 0.098 -0.190 -0.078
O 0.73150 -2.01077 -1.47909 -0.128 -0.023 -0.037
Br 3.28258 -1.03380 -1.51592 0.177 -0.024 0.045
O 0.21680 -0.41796 1.22400 0.131 0.282 0.151
Si 1.27826 0.12141 2.41497 0.112 -0.178 0.151
H -3.94321 -1.30295 -0.65504 0.140 -0.227 -0.041
H -0.42565 1.92665 0.44035 -0.189 0.022 -0.116
H 1.51263 1.15023 -1.49290 0.115 0.048 -0.137
H 0.16546 0.44493 -2.41962 -0.073 0.128 -0.046
H 0.49168 0.78102 3.47092 -0.009 -0.053 0.013
H 2.16808 1.11999 1.78279 -0.010 -0.019 -0.030
H 2.02777 -1.04379 2.89294 -0.018 0.012 0.029
Cu -4.19604 1.13747 -0.75412 0.648 -0.169 0.124
```
Positions in Å, forces in eV/Å.

Summary:
orbital gap = 7.200 eV
largest force on an atom = 0.75 eV/Å
calculated total energy = -5100.306432 hartree
relative energy (zero: lowest compared OMol25 entry of this formula, charge and spin) = 0.0 kJ/mol
E_HOMO = -13.20 eV
net charge = +1

Results of the Löwdin charge analysis, in e, for atoms 1 through 5: atom 1 (C): -0.007, atom 2 (C): -0.071, atom 3 (Si): 0.423, atom 4 (C): -0.248, atom 5 (C): -0.914